Record 1
{
  "formula": "C19H36NO10P",
  "method": "ωB97M-V with the def2-TZVPD basis set",
  "smiles": "C[C@]1(CCCO)OC(=O)[C@H](CN)[C@]1(CC(=O)O)P(=O)(O)O.C1CCOC1.C1CCOC1",
  "species": ["C", "C", "C", "C", "C", "O", "O", "C", "O", "C", "C", "N", "C", "C", "C", "O", "O", "P", "O", "O", "O", "H", "H", "H", "H", "H", "H", "H", "H", "H", "H", "H", "H", "H", "H", "H", "H", "H", "H", "H", "H", "C", "C", "C", "O", "C", "H", "H", "H", "H", "H", "H", "H", "H", "C", "C", "C", "O", "C", "H", "H", "H", "H", "H", "H", "H", "H"],
  "coordinates": [[-0.400, 0.139, -1.199], [-0.737, 0.443, 0.255], [-2.194, 0.943, 0.420], [-3.141, 0.861, -0.780], [-2.975, 1.972, -1.820], [-4.253, 2.454, -2.244], [0.146, 1.561, 0.620], [1.357, 1.100, 1.027], [2.293, 1.825, 1.131], [1.277, -0.384, 1.368], [2.251, -1.277, 0.570], [3.620, -0.836, 0.789], [-0.245, -0.653, 1.288], [-0.903, -0.324, 2.686], [-0.048, -0.679, 3.897], [0.098, -1.780, 4.321], [0.553, 0.366, 4.519], [-0.864, -2.286, 0.773], [-2.305, -2.209, 0.485], [-0.340, -3.239, 1.913], [-0.007, -2.821, -0.482], [0.630, -0.202, -1.310], [-1.066, -0.608, -1.634], [-0.511, 1.067, -1.767], [-2.676, 0.418, 1.241], [-2.106, 1.997, 0.717], [-4.163, 0.942, -0.394], [-3.085, -0.124, -1.251], [-2.409, 1.630, -2.693], [-2.415, 2.810, -1.386], [-4.287, 2.463, -3.204], [1.628, -0.462, 2.400], [1.950, -1.346, -0.481], [2.166, -2.288, 0.990], [4.273, -1.527, 0.442], [3.825, 0.056, 0.357], [-1.860, -0.841, 2.796], [-1.120, 0.747, 2.708], [0.363, 1.202, 4.072], [-0.133, -4.129, 1.593], [-0.582, -2.824, -1.262], [-2.801, 6.179, -4.082], [-1.803, 6.668, -3.033], [-1.395, 5.359, -2.370], [-1.467, 4.361, -3.390], [-2.153, 4.875, -4.530], [-2.949, 6.877, -4.905], [-3.770, 5.982, -3.619], [-0.943, 7.136, -3.516], [-2.228, 7.379, -2.326], [-2.085, 5.097, -1.560], [-0.381, 5.373, -1.970], [-1.435, 5.045, -5.339], [-2.878, 4.131, -4.867], [3.700, -5.930, 2.660], [4.105, -5.799, 1.192], [2.954, -4.973, 0.632], [2.516, -4.132, 1.700], [3.103, -4.557, 2.936], [4.533, -6.162, 3.322], [2.942, -6.708, 2.778], [5.044, -5.249, 1.107], [4.220, -6.754, 0.682], [2.126, -5.615, 0.311], [3.241, -4.343, -0.212], [3.875, -3.839, 3.229], [2.327, -4.557, 3.701]],
  "forces_ev_per_angstrom": [[0.0, 0.0, -0.1], [0.2, 0.1, 0.2], [0.1, 0.1, 0.1], [-0.1, 0.0, -0.1], [0.1, 0.1, -0.1], [0.0, -0.1, 0.0], [-0.1, -0.2, -0.1], [-0.6, -0.4, -0.1], [0.6, 0.4, 0.1], [0.0, -0.1, 0.0], [-0.2, -0.1, 0.1], [0.1, -0.1, 0.0], [-0.3, 0.2, 0.1], [0.1, 0.0, -0.2], [-0.2, 0.3, -0.2], [0.1, -0.4, 0.2], [0.0, 0.1, 0.0], [0.1, 0.3, 0.0], [0.2, -0.2, 0.0], [-0.2, -0.1, 0.0], [-0.3, 0.0, -0.2], [-0.1, 0.1, 0.0], [0.0, 0.1, 0.1], [0.0, -0.1, 0.1], [0.0, 0.0, 0.0], [-0.1, -0.2, 0.0], [0.1, 0.1, 0.0], [-0.1, 0.0, 0.1], [0.0, 0.1, 0.1], [0.0, -0.1, -0.1], [0.1, 0.0, 0.1], [0.1, 0.0, -0.1], [0.1, 0.1, 0.0], [0.0, 0.4, -0.2], [0.0, 0.1, 0.0], [-0.1, 0.0, 0.0], [0.1, 0.0, 0.0], [0.0, -0.1, 0.0], [0.0, -0.1, 0.0], [0.2, 0.1, 0.2], [0.2, 0.0, 0.1], [0.0, 0.0, 0.0], [0.0, 0.0, 0.0], [0.0, 0.0, 0.0], [0.0, -0.1, 0.0], [0.0, 0.0, 0.0], [0.0, 0.0, 0.0], [0.0, 0.0, 0.0], [0.0, 0.0, 0.0], [0.0, 0.0, 0.0], [0.0, 0.0, 0.0], [0.0, 0.0, 0.0], [0.0, 0.0, 0.0], [0.0, 0.0, 0.0], [0.0, 0.0, 0.0], [0.0, 0.0, 0.0], [0.1, 0.0, 0.0], [-0.1, -0.3, 0.0], [0.0, 0.0, 0.1], [0.0, 0.0, 0.0], [0.0, 0.0, 0.0], [0.0, 0.0, 0.0], [0.0, 0.0, 0.0], [0.0, 0.0, 0.0], [0.0, 0.0, 0.0], [0.0, 0.0, 0.0], [0.0, 0.0, 0.0]]
}


Record 2
{
  "formula": "C5H30N2O9",
  "method": "ωB97M-V with the def2-TZVPD basis set",
  "s_squared": 0.7548,
  "relative_energy_ev": 2.145,
  "charge": 1,
  "multiplicity": 2,
  "species": ["C", "O", "C", "C", "C", "C", "N", "N", "H", "H", "H", "H", "H", "H", "H", "H", "H", "H", "H", "H", "H", "H", "H", "H", "O", "H", "H", "O", "H", "H", "O", "H", "H", "O", "H", "H", "O", "H", "H", "O", "H", "H", "O", "H", "H", "O"],
  "coordinates": [[-0.635, 1.417, 2.182], [-1.357, 2.626, 2.213], [-0.084, 1.197, 0.729], [0.182, -0.315, 0.514], [-1.098, -1.107, 0.236], [-2.585, -1.850, -1.556], [-1.449, -1.002, -1.201], [1.183, 1.929, 0.493], [0.206, 1.406, 2.977], [-1.412, 0.682, 2.469], [-0.747, 3.420, 2.346], [-0.845, 1.499, 0.013], [0.898, -0.438, -0.314], [0.656, -0.673, 1.341], [-0.891, -2.145, 0.455], [-1.921, -0.763, 0.916], [-2.720, -1.790, -2.599], [-3.577, -1.616, -1.054], [-2.305, -2.887, -1.350], [-1.608, -0.036, -1.500], [1.031, 2.904, 0.494], [1.959, 1.751, 1.233], [-0.010, 1.348, -2.418], [1.265, 1.389, -1.587], [0.919, 1.172, -2.465], [2.368, -2.497, 0.725], [3.067, -1.493, 1.586], [2.495, -2.257, 1.654], [-2.332, 2.419, -1.301], [-1.905, 2.588, -2.767], [-2.035, 1.926, -2.126], [3.050, 0.429, 0.182], [3.468, -0.977, -0.242], [3.666, -0.230, 0.358], [-2.347, 2.971, 0.807], [-3.807, 3.030, 0.368], [-2.884, 3.180, 0.075], [1.055, -0.491, -2.738], [0.020, -1.617, -2.313], [0.925, -1.482, -2.733], [1.985, -2.005, -1.626], [3.239, -2.977, -1.525], [2.689, -2.319, -1.031], [1.150, -1.992, 2.706], [0.656, -2.453, 4.053], [0.420, -1.870, 3.324]],
  "forces_ev_per_angstrom": [[0.6, -0.4, 0.2], [1.1, 2.5, 0.5], [1.0, -1.1, 1.6], [-1.0, 1.9, -2.2], [1.9, 0.3, -0.4], [0.5, -1.0, 0.0], [-3.6, 0.2, 3.2], [1.2, -1.5, 0.9], [-1.3, -0.2, -1.4], [0.7, 0.0, -0.1], [-1.2, -1.6, -0.2], [0.1, 0.5, 0.0], [-0.4, 0.0, 0.2], [1.1, -1.2, 2.3], [-0.3, -0.5, 0.1], [0.1, -0.2, -0.9], [-0.4, 0.3, -1.4], [1.4, 0.2, -0.2], [-0.2, 0.1, 0.3], [0.7, 0.6, -0.8], [-0.1, 1.3, -0.1], [-2.1, 0.2, -1.4], [-1.1, 0.5, 0.0], [0.1, 0.3, 0.3], [0.9, -0.5, -0.2], [0.1, -0.2, 0.0], [0.5, 0.6, 0.1], [-0.5, -0.7, 0.4], [0.0, -0.3, -0.6], [0.2, 1.2, -1.5], [-0.1, -1.4, 2.0], [-1.6, 1.9, -0.7], [0.1, 0.4, -0.1], [1.9, -1.6, 0.6], [1.3, -0.4, 2.2], [0.8, 0.3, -0.3], [-2.3, 0.2, -1.8], [-0.2, -0.3, -0.1], [1.7, 0.2, -1.0], [-1.7, 0.1, 0.7], [-0.1, -0.1, -0.7], [-0.8, 0.9, 0.6], [1.2, -1.3, -0.2], [0.6, -0.3, -0.3], [-0.2, 0.1, 0.0], [-0.6, 0.1, 0.4]]
}


Record 3
{
  "formula": "C43H86IN3O8P2S",
  "method": "ωB97M-V with the def2-TZVPD basis set",
  "s_squared": 2.0082,
  "multiplicity": 3,
  "species": ["C", "C", "O", "P", "O", "C", "C", "C", "C", "C", "C", "C", "C", "C", "C", "C", "C", "C", "C", "C", "C", "O", "C", "C", "P", "S", "C", "N", "C", "O", "O", "C", "I", "O", "C", "C", "H", "H", "H", "H", "H", "H", "H", "H", "H", "H", "H", "H", "H", "H", "H", "H", "H", "H", "H", "H", "H", "H", "H", "H", "H", "H", "H", "H", "H", "H", "H", "H", "H", "H", "H", "H", "H", "H", "H", "H", "H", "H", "H", "H", "H", "H", "H", "H", "H", "H", "C", "C", "C", "C", "C", "C", "N", "O", "C", "C", "C", "H", "H", "H", "H", "H", "H", "H", "H", "H", "H", "H", "H", "H", "H", "H", "H", "H", "H", "C", "C", "C", "C", "C", "C", "N", "O", "C", "C", "C", "H", "H", "H", "H", "H", "H", "H", "H", "H", "H", "H", "H", "H", "H", "H", "H", "H", "H"],
  "coordinates": [[3.889, -0.773, -1.307], [4.179, -0.692, -2.818], [3.164, -1.324, -3.618], [3.352, -2.915, -3.799], [4.728, -3.396, -3.638], [2.279, -3.755, -2.554], [0.866, -4.050, -3.128], [-0.189, -4.510, -2.099], [-0.659, -3.424, -1.119], [-0.683, -1.974, -1.738], [-1.678, -1.793, -2.923], [-1.079, -1.179, -4.216], [0.003, -0.082, -4.000], [-0.235, 1.124, -4.947], [0.317, 2.465, -4.375], [-0.670, 2.999, -3.285], [-0.137, 2.714, -1.851], [-1.078, 1.894, -0.946], [-2.557, 2.364, -0.898], [-2.845, 3.420, 0.211], [-1.834, 4.575, 0.238], [-1.663, 5.272, -0.988], [-2.885, 5.564, -1.643], [0.358, -3.183, 0.109], [1.405, -4.599, 0.696], [0.424, -6.209, 1.186], [-0.511, -2.877, 1.365], [-1.931, -2.863, 0.912], [-2.991, -3.217, 1.938], [-3.125, -4.395, 2.291], [-3.671, -2.261, 2.309], [-1.899, -3.772, -0.260], [-3.813, -3.981, -1.204], [2.791, -3.423, -5.231], [2.826, -2.426, -6.281], [1.846, -2.917, -7.378], [2.894, -0.316, -1.174], [3.900, -1.800, -0.933], [4.572, -0.117, -0.757], [4.127, 0.378, -3.063], [5.199, -1.005, -3.052], [2.787, -4.709, -2.376], [2.286, -3.093, -1.685], [0.989, -4.875, -3.841], [0.558, -3.184, -3.723], [0.154, -5.430, -1.609], [-1.077, -4.803, -2.685], [0.357, -1.739, -1.979], [-1.031, -1.332, -0.916], [-2.031, -2.798, -3.192], [-2.567, -1.254, -2.577], [-1.921, -0.732, -4.765], [-0.687, -1.965, -4.873], [0.142, 0.216, -2.957], [0.957, -0.526, -4.318], [0.322, 0.934, -5.877], [-1.293, 1.259, -5.200], [1.351, 2.371, -4.027], [0.311, 3.156, -5.233], [-1.621, 2.476, -3.448], [-0.839, 4.068, -3.459], [0.777, 2.110, -1.978], [0.207, 3.640, -1.380], [-0.713, 1.931, 0.095], [-1.091, 0.828, -1.209], [-3.158, 1.479, -0.630], [-2.952, 2.717, -1.856], [-2.760, 2.885, 1.169], [-3.888, 3.735, 0.097], [-2.074, 5.249, 1.080], [-0.857, 4.133, 0.478], [-3.724, 5.722, -0.953], [-2.764, 6.505, -2.200], [-3.117, 4.799, -2.399], [1.003, -2.299, -0.001], [2.433, -4.936, -0.202], [2.048, -4.102, 1.861], [-0.525, -3.685, 2.121], [-0.194, -2.026, 1.977], [-2.141, -1.880, 0.711], [-1.784, -4.748, 0.237], [2.470, -1.441, -5.970], [3.828, -2.418, -6.725], [2.060, -2.459, -8.348], [1.782, -4.007, -7.410], [0.853, -2.547, -7.077], [-4.078, -5.205, 5.994], [-2.574, -5.524, 6.169], [-2.337, -7.023, 5.966], [-2.820, -7.879, 7.136], [-2.238, -7.374, 8.455], [-2.484, -5.882, 8.690], [-2.100, -5.054, 7.510], [-0.801, -4.970, 7.480], [-3.967, -5.653, 9.047], [-1.734, -5.446, 9.951], [-1.900, -4.761, 5.032], [-4.730, -6.013, 6.326], [-4.355, -4.294, 6.527], [-4.323, -5.040, 4.944], [-1.267, -7.209, 5.820], [-2.831, -7.350, 5.049], [-3.913, -7.888, 7.182], [-2.516, -8.917, 6.978], [-2.659, -7.953, 9.281], [-1.162, -7.578, 8.460], [-4.186, -4.587, 9.132], [-4.198, -6.112, 10.009], [-4.664, -6.090, 8.338], [-0.664, -5.644, 9.891], [-2.108, -5.992, 10.818], [-1.874, -4.381, 10.143], [-2.047, -3.683, 5.140], [-2.322, -5.058, 4.074], [-0.827, -4.957, 4.971], [2.381, 8.216, -3.245], [2.249, 7.207, -2.079], [0.968, 7.496, -1.289], [1.062, 8.745, -0.416], [2.296, 8.685, 0.483], [3.591, 8.420, -0.289], [3.467, 7.257, -1.216], [3.511, 6.165, -0.507], [3.996, 9.688, -1.069], [4.734, 8.226, 0.709], [2.105, 5.850, -2.772], [1.974, 9.199, -3.010], [3.421, 8.335, -3.551], [1.833, 7.875, -4.124], [0.731, 6.642, -0.647], [0.126, 7.600, -1.978], [1.083, 9.648, -1.033], [0.165, 8.824, 0.203], [2.383, 9.621, 1.040], [2.143, 7.901, 1.231], [4.868, 9.496, -1.696], [4.262, 10.488, -0.377], [3.206, 10.093, -1.695], [4.544, 7.414, 1.411], [4.872, 9.129, 1.303], [5.675, 8.018, 0.195], [3.001, 5.607, -3.349], [1.259, 5.870, -3.460], [1.917, 5.039, -2.070]],
  "forces_ev_per_angstrom": [[-0.6, 0.3, -0.8], [0.5, 1.5, 1.0], [0.0, -1.0, -0.4], [0.5, -2.1, 0.5], [0.5, 0.5, 0.3], [-0.4, 0.3, -1.5], [0.4, -0.1, 0.3], [-0.6, 0.4, -0.8], [1.4, 1.2, 1.6], [-1.3, -1.0, 0.1], [0.7, -0.7, -0.3], [-0.3, 0.5, 0.6], [-0.2, -0.4, -1.2], [1.4, 0.4, 0.4], [-1.5, -0.1, -0.7], [1.0, -0.4, 0.0], [0.2, -0.5, -0.3], [-0.6, 0.6, 0.2], [0.0, -0.1, 0.8], [0.4, -0.6, -0.5], [-0.1, -0.6, 0.4], [-0.5, -0.1, 0.3], [0.1, 0.6, -0.6], [0.2, -0.1, 0.9], [-0.4, -1.1, 0.5], [-0.1, 0.0, -0.1], [0.1, -1.2, 1.3], [1.0, 1.5, -1.1], [-3.4, -1.4, 3.1], [1.6, 0.4, -1.7], [1.2, 0.9, -1.0], [-0.3, -0.9, -0.4], [0.2, 0.2, 0.2], [-0.5, 2.1, 1.0], [-0.6, -1.1, -2.0], [-0.6, 0.7, 0.9], [0.1, -0.4, 0.2], [0.2, 0.2, 0.1], [0.1, -0.4, -0.1], [-0.1, -0.3, -0.2], [-0.4, -0.5, -0.2], [0.1, 0.4, 0.3], [0.0, -0.3, 0.0], [-0.1, 0.2, 0.1], [-0.3, -0.2, 0.2], [-0.2, 0.3, 0.2], [0.2, 0.0, 0.2], [-0.3, 0.2, -0.1], [0.5, 0.2, -0.2], [-0.1, 0.3, 0.0], [0.3, 0.1, -0.2], [0.2, -0.2, 0.1], [-0.1, 0.1, 0.2], [-0.4, 0.0, -0.1], [-0.1, 0.2, 0.4], [-0.4, -0.1, 0.0], [0.2, -0.1, 0.1], [-0.2, 0.0, 0.0], [0.2, 0.0, 0.3], [0.1, 0.2, 0.1], [0.0, -0.2, 0.3], [-0.2, 0.2, 0.2], [-0.3, -0.2, 0.0], [0.1, -0.1, -0.3], [0.2, 0.3, -0.3], [0.0, 0.3, -0.2], [0.3, -0.1, 0.0], [-0.1, 0.3, -0.1], [0.2, 0.2, 0.2], [-0.1, 0.1, -0.4], [-0.1, 0.3, -0.1], [0.2, -0.2, -0.1], [0.1, -0.2, 0.2], [-0.2, 0.0, 0.4], [-0.1, -0.3, -0.5], [0.0, 0.7, 0.1], [0.1, 0.4, -0.6], [0.3, -0.2, -0.5], [-0.5, 0.4, -0.7], [-0.5, -0.3, -0.4], [0.1, 0.1, -0.4], [0.5, -0.1, 0.3], [0.0, 0.3, 0.5], [0.1, -0.3, 0.1], [0.3, 0.2, -0.2], [0.1, -0.3, -0.2], [-0.3, -0.1, 0.1], [-1.6, 0.5, -1.1], [0.2, -0.4, 0.4], [0.0, 0.1, 0.0], [0.2, -0.3, -0.5], [-1.5, 0.1, 1.4], [2.1, -1.8, -0.3], [-0.2, 0.8, 0.2], [-0.3, -0.1, -0.2], [0.6, 0.2, -0.2], [0.8, 0.1, 0.2], [0.0, 0.0, 0.1], [0.0, 0.0, 0.0], [0.2, 0.0, 0.0], [0.0, 0.2, 0.1], [0.0, 0.2, 0.0], [0.0, 0.0, 0.0], [0.0, 0.0, 0.0], [0.0, 0.2, 0.1], [0.0, 0.2, 0.0], [0.0, 0.0, -0.1], [0.2, 0.0, 0.0], [0.0, 0.1, -0.1], [0.0, 0.1, -0.1], [-0.2, -0.1, -0.1], [0.0, 0.0, -0.1], [0.0, 0.0, 0.0], [-0.1, -0.1, 0.3], [0.0, 0.0, 0.2], [0.1, 0.3, 0.0], [-0.5, 0.6, -1.9], [0.0, 0.1, 0.6], [0.1, 0.0, 0.0], [-0.6, -0.3, 0.0], [0.9, 1.9, -0.1], [-1.5, -1.2, 1.9], [0.7, -0.1, -0.5], [-0.2, 0.1, -0.3], [0.1, -0.7, 0.1], [0.3, -0.5, 0.4], [0.1, 0.0, 0.1], [0.0, 0.0, 0.1], [-0.1, -0.1, 0.1], [0.1, -0.1, -0.1], [0.1, -0.1, -0.1], [0.0, 0.0, 0.0], [0.0, 0.0, 0.0], [0.2, 0.0, -0.1], [0.1, -0.1, -0.1], [0.0, -0.1, 0.0], [0.0, -0.1, 0.1], [0.0, -0.1, -0.1], [0.0, -0.1, -0.1], [-0.1, 0.1, -0.1], [0.0, 0.0, 0.0], [0.0, 0.0, 0.0], [0.0, 0.2, 0.0], [0.2, 0.1, 0.1]]
}


Record 4
{
  "formula": "C4H6ClNS",
  "method": "ωB97M-V with the def2-TZVPD basis set",
  "smiles": "CN1C=CS[C@H]1Cl",
  "relative_energy_ev": 1.651,
  "species": ["C", "C", "C", "C", "N", "S", "Cl", "H", "H", "H", "H", "H", "H"],
  "coordinates": [[-0.268, 1.231, -0.520], [-1.421, 1.860, -0.714], [-1.659, -0.291, 0.703], [0.603, -0.990, 0.045], [-0.151, 0.166, 0.294], [-2.696, 1.122, 0.272], [-2.128, -1.885, -0.094], [0.600, 1.506, -1.082], [-1.753, 2.528, -1.498], [-1.709, -0.633, 1.751], [0.400, -1.861, 0.649], [0.658, -1.136, -1.004], [1.802, -0.673, 0.224]],
  "forces_ev_per_angstrom": [[0.7, 0.8, -1.9], [-1.0, -0.7, 0.4], [2.1, 0.6, -0.1], [5.9, 1.6, -0.2], [-5.4, -1.4, 3.4], [0.2, -0.5, 0.3], [-0.2, 0.3, -0.4], [0.5, 0.1, -0.3], [0.6, 0.2, 0.3], [0.2, 0.8, -0.5], [-0.3, 0.2, 0.0], [-0.4, -1.1, -1.1], [-2.9, -1.0, 0.0]]
}


no.,electronic energy (eV)
1,-51543.169
2,-27071.556
3,-104346.875
4,-29091.092